{
  "formula": "C4H12NO3",
  "method": "ωB97M-V/def2-TZVPD",
  "total_charge": 1,
  "de_lowest_kj_mol": 254.3,
  "species": ["O", "C", "C", "N", "C", "C", "O", "H", "H", "H", "H", "H", "H", "H", "H", "H", "H", "H", "H", "O"],
  "xyz": [[0.049502, -0.076306, 2.552220], [-1.103395, -0.314163, 1.905482], [-0.625067, -0.940055, 0.658344], [0.578768, -0.371049, 0.093159], [0.662176, -0.935067, -1.360793], [-0.098038, 0.031725, -2.188429], [-2.150875, 0.199983, 2.038012], [0.050823, 0.144287, 3.430431], [-1.390566, -1.199877, -0.072386], [-0.750803, -2.014651, 0.784664], [1.375173, -0.611284, 0.485408], [0.644520, 0.701213, -0.062016], [1.798575, -1.001747, -1.514870], [0.192014, -2.024006, -1.383951], [0.114747, 0.001868, -3.239886], [-1.172507, -0.111389, -1.947831], [0.198203, 1.046946, -1.833226], [1.297874, 2.712831, 0.758983], [-0.249915, 2.501426, 0.622075], [0.578792, 2.259316, 0.274610]],
  "atomic_forces_ev_per_a": [[0.800, -1.304, -2.147], [1.562, 1.892, -1.645], [-2.261, -2.098, -0.363], [-3.910, 0.107, -4.914], [1.533, -2.178, 0.755], [-0.529, 1.256, 0.649], [-1.613, -0.052, 1.341], [-0.601, 1.202, 3.680], [-0.596, 2.373, -0.749], [2.407, -0.851, 1.044], [4.543, -1.744, 3.179], [-0.802, -0.909, 1.126], [-1.786, 0.049, -0.358], [1.261, 2.248, 0.182], [-0.143, -0.334, -0.453], [0.534, 0.316, -0.654], [-0.377, -0.486, -0.654], [-0.765, -0.157, -0.272], [-1.580, 0.832, 0.884], [2.322, -0.164, -0.629]],
  "nbo_charge": [-0.7138, 0.7713, -0.3963, -0.5189, -0.2064, -0.6505, -0.4899, 0.5150, 0.2635, 0.2810, 0.4130, 0.4781, 0.2316, 0.2305, 0.2636, 0.2274, 0.2204, 0.5180, 0.5054, -0.9430]
}

***

{
  "formula": "C4H12NO5",
  "method": "ωB97M-V/def2-TZVPD",
  "total_charge": -1,
  "de_lowest_kj_mol": 180.0,
  "species": ["C", "O", "C", "C", "C", "O", "O", "N", "H", "H", "H", "H", "H", "H", "H", "H", "H", "H", "O", "H", "H", "O"],
  "xyz": [[-2.350844, 0.752411, 0.555690], [-1.666922, 1.986109, 0.369249], [-1.375522, -0.393445, 1.102119], [0.007032, 0.035968, 1.272502], [1.109754, 0.011796, 0.490270], [1.981750, 1.088110, 0.998464], [1.648025, -0.725911, -0.371302], [-1.439481, -1.579137, 0.194346], [-3.103855, 0.972060, 1.302652], [-2.723678, 0.525106, -0.457781], [-2.044789, -0.666730, 1.955051], [0.078820, 0.845868, 2.078307], [-0.896115, 2.011967, 1.005292], [2.793132, 1.105337, 0.470568], [-1.457703, -2.460080, 0.668294], [-0.643030, -1.555006, -0.440397], [2.108545, 1.716249, -1.215946], [2.560291, 0.351695, -1.443611], [2.849395, 1.274392, -1.677034], [0.943305, -2.348430, -1.755322], [0.953213, -1.017200, -2.524026], [0.668676, -1.931126, -2.577385]],
  "atomic_forces_ev_per_a": [[1.705, 0.586, -0.776], [1.082, 0.741, 0.716], [-2.224, -1.677, -1.500], [-0.848, 2.059, 2.703], [1.956, 0.850, 1.490], [-0.150, -0.336, -0.473], [-0.690, -0.136, -0.396], [-0.462, 0.893, -0.645], [-0.730, -0.464, -0.023], [-0.274, -0.358, 0.711], [1.534, -0.263, 0.351], [0.186, -1.087, -1.068], [-1.021, -0.259, -1.118], [-0.142, -0.380, 0.048], [0.241, -0.172, 0.416], [-0.250, -0.135, 0.140], [0.538, 0.246, -0.486], [0.429, 0.267, -0.107], [-0.817, -0.244, 0.278], [0.202, 0.564, 0.107], [0.130, 0.000, 0.488], [-0.396, -0.697, -0.856]],
  "nbo_charge": [-0.0660, -0.7624, -0.0779, -0.5542, 0.6583, -0.8025, -0.8265, -0.8659, 0.1335, 0.1800, 0.1646, 0.1825, 0.4769, 0.4743, 0.3463, 0.3734, 0.4666, 0.4942, -0.9953, 0.4846, 0.4843, -0.9689]
}

***

{
  "formula": "C4H12NO5",
  "method": "ωB97M-V/def2-TZVPD",
  "total_charge": -1,
  "de_lowest_kj_mol": 205.4,
  "species": ["O", "C", "N", "C", "O", "C", "C", "O", "H", "H", "H", "H", "H", "H", "H", "H", "H", "H", "O", "H", "H", "O"],
  "xyz": [[0.288156, -0.854816, -1.236453], [-0.421743, -0.406727, -0.328780], [-1.371824, 0.510698, -0.509346], [-1.153230, 1.593236, -2.225469], [-1.810210, 2.624281, -2.047705], [-0.200972, -1.050344, 1.089075], [-1.296885, -0.809383, 2.177303], [-0.561324, -0.566067, 3.411143], [-1.650771, 1.069496, 0.282199], [-1.413118, 0.667657, -2.779932], [-0.049620, 1.540893, -2.055980], [-0.006458, -2.122235, 0.939967], [0.680424, -0.571414, 1.472596], [-1.896658, 0.092451, 2.095699], [-1.921918, -1.689448, 2.207635], [-0.370411, -1.430123, 3.785881], [2.424604, -1.453753, -0.882873], [2.569517, -1.455318, -2.385841], [2.927696, -1.861431, -1.595654], [1.563907, 0.627180, 1.126913], [2.247367, 1.541191, 0.066785], [2.385450, 1.067367, 0.889382]],
  "atomic_forces_ev_per_a": [[0.418, -0.257, -0.346], [-1.384, 0.123, 0.947], [1.113, -0.593, -0.504], [0.616, -0.327, 1.274], [0.064, -0.269, -0.893], [-1.479, 0.799, -0.603], [2.058, 0.288, -0.189], [-0.825, -0.635, 0.261], [-0.164, -0.205, 0.294], [-0.650, 0.591, -0.256], [-0.206, 0.454, -0.161], [0.024, 0.363, 0.073], [0.422, -0.359, 0.420], [-0.023, -0.128, -0.616], [-0.443, -0.152, 0.401], [0.193, 0.067, 0.108], [-0.395, 0.060, -0.162], [-0.327, 0.072, 0.023], [0.736, -0.228, 0.060], [0.037, 0.378, -0.389], [-0.360, -0.148, -0.103], [0.577, 0.105, 0.360]],
  "nbo_charge": [-0.7579, 0.6285, -0.8200, 0.2702, -0.7214, -0.5154, -0.0698, -0.7379, 0.3421, 0.1081, 0.0843, 0.2159, 0.1818, 0.1847, 0.1600, 0.4552, 0.4934, 0.4709, -0.9680, 0.4693, 0.4777, -0.9517]
}

***

{
  "formula": "C4H12NOPS",
  "method": "ωB97M-V/def2-TZVPD",
  "smiles": "CC(C)(C)[P@](N)(O)=S",
  "total_charge": 0,
  "de_lowest_kj_mol": 82.5,
  "species": ["C", "C", "C", "C", "P", "N", "O", "S", "H", "H", "H", "H", "H", "H", "H", "H", "H", "H", "H", "H"],
  "xyz": [[1.479991, -0.548336, 0.688150], [0.506389, 0.326930, -0.102101], [0.778342, 0.305727, -1.605703], [0.395875, 1.775756, 0.430604], [-1.429055, -0.267026, 0.083732], [-1.288358, -1.139568, 1.528448], [-1.560652, -1.858613, -1.209701], [-2.902329, 0.943709, -0.028203], [1.181645, -0.916382, 1.622413], [1.984184, -1.409860, 0.240189], [2.467321, 0.021570, 0.852386], [1.291026, 1.206036, -1.905407], [-0.213104, 0.341440, -2.002457], [1.355636, -0.510757, -1.980214], [1.390653, 2.152087, 0.423578], [-0.146383, 2.512619, -0.324580], [-0.142995, 1.853192, 1.305639], [-0.644246, -1.880954, 1.783616], [-2.191286, -1.345156, 1.951819], [-2.312652, -1.562423, -1.752208]],
  "atomic_forces_ev_per_a": [[2.746, 1.008, -0.591], [-1.875, -0.605, -0.184], [-0.241, 0.948, 0.721], [-0.344, 0.625, -4.076], [2.657, -4.376, -0.672], [-1.404, 0.527, 0.143], [-0.017, 3.490, 2.142], [0.186, -0.167, -0.121], [-0.656, 0.067, 1.496], [-1.047, -0.178, -0.942], [-1.574, -0.072, 0.121], [0.234, 0.461, -0.073], [-0.268, -0.074, -1.284], [-0.016, -0.831, -0.024], [0.922, 0.462, 0.707], [0.810, -1.850, 1.268], [-0.658, 0.209, 2.234], [0.110, 0.354, -0.823], [0.167, 0.191, -0.144], [0.268, -0.189, 0.100]],
  "nbo_charge": [-0.6454, -0.2218, -0.6184, -0.6251, 1.5080, -1.2024, -0.9749, -0.4915, 0.2163, 0.2307, 0.2215, 0.2063, 0.2227, 0.2236, 0.2155, 0.2244, 0.2225, 0.4177, 0.4051, 0.4651]
}

***

{
  "formula": "C4H12NOS",
  "method": "ωB97M-V/def2-TZVPD",
  "total_charge": -1,
  "de_lowest_kj_mol": 66.9,
  "species": ["C", "C", "S", "C", "N", "C", "H", "H", "H", "H", "H", "H", "H", "H", "H", "H", "H", "H", "O"],
  "xyz": [[0.481368, -0.698530, 0.793144], [1.359674, 0.532221, 0.654342], [2.267955, 1.000707, 2.164412], [-0.374045, -1.108180, -0.386874], [-1.155668, 0.019661, -0.930580], [-0.526746, 0.626170, -2.095961], [-0.202278, -0.609313, 1.652783], [1.182553, -1.471608, 1.137784], [2.124598, 0.313128, -0.089215], [0.859107, 1.424143, 0.259575], [-1.076830, -1.875225, -0.062933], [0.200214, -1.540478, -1.207069], [-1.227554, 0.682398, -0.166017], [-0.492723, -0.146632, -2.871820], [-1.166816, 1.410995, -2.496238], [0.464342, 1.041742, -1.924124], [-2.999549, -0.354624, -1.565848], [-3.044228, -1.812916, -2.024556], [-3.621430, -1.073057, -1.795291]],
  "atomic_forces_ev_per_a": [[0.153, -0.145, 1.063], [0.536, 0.493, -0.186], [-0.176, -0.081, 0.186], [-0.092, -0.004, -0.319], [0.043, 0.038, 0.152], [-0.436, -0.131, -0.198], [0.157, 0.396, -0.059], [-0.292, -0.243, -0.345], [0.076, -0.185, -0.357], [-0.375, -0.160, 0.147], [-0.084, -0.198, 0.044], [0.179, 0.014, -0.073], [0.006, 0.254, -0.196], [0.245, 0.137, 0.018], [-0.064, 0.178, 0.057], [0.224, -0.078, 0.030], [0.310, -0.499, 0.211], [-0.076, 0.294, 0.149], [-0.334, -0.081, -0.324]],
  "nbo_charge": [-0.4491, -0.5350, -0.7162, -0.2178, -0.6652, -0.4137, 0.1927, 0.2193, 0.1723, 0.1648, 0.1794, 0.1706, 0.3672, 0.1798, 0.1866, 0.1897, 0.4973, 0.4576, -0.9803]
}

***

{
  "formula": "C4H12NOS",
  "method": "ωB97M-V/def2-TZVPD",
  "total_charge": -1,
  "de_lowest_kj_mol": 231.8,
  "species": ["C", "N", "C", "C", "S", "C", "H", "H", "H", "H", "H", "H", "H", "H", "H", "H", "H", "H", "O"],
  "xyz": [[-0.015139, 0.070005, -1.762218], [0.015060, -0.426916, -0.400548], [1.346878, -0.352838, 0.268795], [1.132893, -0.206461, 1.736809], [2.522650, -1.308234, 2.414199], [-1.044495, -0.597840, -2.781025], [1.066036, -0.218676, -2.116535], [-0.199772, 1.181567, -1.956436], [-0.569057, 0.186205, 0.121024], [1.845070, -1.447273, -0.102702], [2.009123, 0.455021, -0.269829], [1.247481, 0.786872, 2.102151], [0.192657, -0.658353, 1.958839], [-1.999618, -0.431776, -2.262982], [-0.916232, -1.677059, -3.128003], [-1.044363, -0.085780, -3.757152], [-1.900449, 1.180455, 3.934677], [-1.741441, 1.529642, 2.588702], [-1.947282, 2.021438, 3.412235]],
  "atomic_forces_ev_per_a": [[2.219, -1.181, -2.666], [-0.702, 0.905, -0.748], [1.061, -1.670, -3.911], [2.664, -2.190, -0.211], [-0.504, 0.622, 0.766], [0.378, -0.411, 0.455], [-1.850, 0.961, 0.071], [0.545, -1.051, 0.790], [-0.796, 0.335, 0.668], [-0.970, 3.066, 1.546], [-1.016, -1.123, 1.339], [-0.113, 0.842, 0.203], [-0.812, -0.158, 0.492], [-0.175, -0.464, -0.620], [0.025, 1.121, 1.304], [-0.026, 0.414, 0.524], [-0.154, 1.337, 0.380], [-0.020, 1.144, -0.133], [0.244, -2.499, -0.251]],
  "nbo_charge": [-0.2109, -0.6486, -0.2107, -0.5578, -0.7388, -0.6208, 0.1798, 0.1561, 0.3268, 0.2029, 0.1599, 0.1960, 0.1787, 0.1949, 0.2020, 0.1904, 0.4652, 0.4662, -0.9315]
}

***

Values for frontier orbital gap, eV, ordered as above
11.78 7.42 7.66 9.92 5.83 5.65
Values for total energy, eV, ordered as above
-11966.960 -16070.424 -16070.162 -28004.133 -18716.061 -18714.353
Values for E_LUMO, eV, ordered as above
-3.085 3.754 3.161 0.587 3.406 3.323